50
Properties=species:S:1:pos:R:3 method="wB97M-V/def2-TZVPD" max_force_ha_per_bohr=0.0111 total_charge=-1
C 3.3750 0.4841 -1.4939
C 2.2906 1.5240 -1.2719
C 2.7245 2.9393 -1.5752
O 3.8362 3.2661 -1.8810
O 1.7325 3.8622 -1.5792
C 0.6623 3.6812 -0.6531
C -0.5470 4.4950 -1.0647
S -1.5813 3.5148 -2.1644
O -0.7044 2.6891 -2.9802
O -2.4281 4.4301 -2.8831
N -2.3918 2.6585 -1.0911
S -2.2362 1.0899 -1.0686
O -0.8617 0.6316 -1.0674
O -3.0952 0.5589 -0.0611
O -2.8428 0.5680 -2.4703
H 3.0358 -0.4645 -1.0806
H 4.2907 0.7707 -0.9742
H 3.6083 0.3537 -2.5514
H 1.3959 1.3271 -1.8674
H 1.9346 1.4802 -0.2366
H 1.0057 3.9507 0.3511
H 0.3392 2.6379 -0.6226
H -0.2999 5.4332 -1.5614
H -1.1281 4.6746 -0.1622
H -2.1151 0.5834 -3.1109
C 3.7217 -2.7123 1.4634
Cl 2.9624 -3.1822 2.9835
Cl 4.2194 -1.0114 1.5055
Cl 5.1620 -3.7083 1.1986
Cl 2.5685 -2.9623 0.1550
C -4.3372 -3.0659 0.1548
Cl -4.3758 -4.7740 -0.3470
Cl -2.8529 -2.7658 1.0621
Cl -4.3745 -2.0169 -1.2400
Cl -5.7385 -2.7493 1.1946
C -3.3581 -4.4572 4.9077
Cl -2.9496 -2.7700 4.6031
Cl -3.8668 -5.2370 3.4127
Cl -1.9407 -5.2961 5.5583
Cl -4.6737 -4.5369 6.0905
C 1.1044 -1.4084 -4.3463
Cl 2.1632 -0.3132 -5.2459
Cl 0.1880 -0.5032 -3.1582
Cl 0.0085 -2.2192 -5.4782
Cl 2.0975 -2.6325 -3.5296
C 0.8554 0.2417 4.8318
Cl 0.0189 1.7050 4.3219
Cl 1.4723 0.4521 6.4802
Cl -0.2723 -1.1223 4.8036
Cl 2.1983 -0.0945 3.7391


21
Properties=species:S:1:pos:R:3 method="wB97M-V/def2-TZVPD" max_force_ha_per_bohr=0.0791 de_lowest_ev=0.000 total_charge=+1 smiles=CB(O)[C@H]1CC[NH2+]C1
C -2.5737 -0.3738 0.9062
B -1.6306 0.3203 -0.2112
O -1.9737 0.8234 -1.3967
C -0.0539 0.5658 -0.0138
C 0.6171 -0.4551 1.0672
C 1.9884 -0.5981 0.6399
N 2.1502 0.2151 -0.7726
C 0.7355 0.2932 -1.2860
H -2.0870 -1.2522 1.3331
H -3.6625 -0.5383 0.5446
H -2.4776 0.4244 1.6423
H -2.8949 0.6979 -1.6674
H 0.1155 1.5930 0.1903
H -0.0452 -1.2837 0.9245
H 0.4369 -0.1964 2.1353
H 2.6462 -0.0006 1.2821
H 2.3738 -1.5518 0.5331
H 2.5993 1.1191 -0.6624
H 2.6691 -0.4277 -1.4184
H 0.3891 -0.5311 -1.7944
H 0.6780 1.1570 -1.9755


49
Properties=species:S:1:pos:R:3 method="wB97M-V/def2-TZVPD" max_force_ha_per_bohr=0.0161 de_lowest_ev=0.000 smiles=Cn1cc(CNCCCn2ncc3ccccc32)c(-c2ccccc2F)n1
C -0.7977 0.3527 -4.1153
N -0.6252 -0.3275 -2.8658
C 0.5309 -0.6869 -2.2763
C 0.2097 -1.3109 -1.0884
C 1.1710 -1.8578 -0.0873
N 2.0960 -0.8087 0.3340
C 2.5099 -0.8860 1.7179
C 3.4517 0.2643 2.0781
C 2.7523 1.6108 2.3157
N 2.2524 2.2020 1.1051
N 3.1029 2.7621 0.2360
C 2.4230 3.1161 -0.8240
C 1.0544 2.7762 -0.6802
C -0.0990 2.8824 -1.4609
C -1.2755 2.3914 -0.9506
C -1.3349 1.8171 0.3271
C -0.2201 1.7093 1.1237
C 0.9864 2.1792 0.6050
C -1.2042 -1.2755 -1.0536
C -2.1093 -1.7926 -0.0308
C -1.8975 -1.5490 1.3239
C -2.7690 -2.0288 2.2840
C -3.8808 -2.7650 1.9108
C -4.1167 -3.0225 0.5719
C -3.2360 -2.5369 -0.3761
F -3.4762 -2.8267 -1.6699
N -1.6747 -0.6817 -2.1440
H -1.8645 0.5074 -4.2608
H -0.2852 1.3159 -4.0996
H -0.4037 -0.2474 -4.9380
H 1.4861 -0.4808 -2.7144
H 1.7617 -2.6703 -0.5323
H 0.6139 -2.2811 0.7618
H 1.6670 0.0906 0.1512
H 3.0423 -1.8351 1.8437
H 1.6529 -0.8962 2.4210
H 4.1765 0.3862 1.2726
H 3.9885 0.0035 2.9914
H 1.9184 1.4922 3.0121
H 3.4763 2.3090 2.7459
H 2.9112 3.5958 -1.6487
H -0.0559 3.3440 -2.4365
H -2.1816 2.4434 -1.5346
H -2.2838 1.4485 0.6867
H -0.2769 1.2788 2.1127
H -1.0468 -0.9548 1.6176
H -2.5838 -1.8229 3.3279
H -4.5639 -3.1377 2.6587
H -4.9725 -3.5959 0.2514


78
Properties=species:S:1:pos:R:3 method="wB97M-V/def2-TZVPD" max_force_ha_per_bohr=0.0376 de_lowest_ev=0.790
Pt -0.2799 0.9280 0.7614
C 1.7386 1.2215 0.7095
Si 2.5354 -0.1803 -0.1391
C 1.5326 -1.5971 0.5130
N 0.0727 -1.2591 0.5457
C -0.5457 -2.0483 1.6405
C -0.5452 -3.5525 1.3562
C -0.9806 -3.8680 -0.0898
C -1.5870 -2.6434 -0.7698
C -0.5829 -1.4984 -0.7992
C 4.3411 -0.4355 0.3279
C 5.3818 -0.3097 -0.5948
C 6.7043 -0.5061 -0.2186
C 7.0125 -0.8298 1.0941
C 5.9956 -0.9448 2.0323
C 4.6775 -0.7474 1.6494
C 2.4251 -0.1452 -2.0097
C 2.8731 -1.2399 -2.7558
C 2.8582 -1.2187 -4.1424
C 2.3962 -0.0926 -4.8119
C 1.9326 0.9972 -4.0903
C 1.9445 0.9667 -2.7015
H 2.0328 2.1579 0.2170
H 2.0522 1.2999 1.7581
H 1.8714 -1.7844 1.5343
H 1.6899 -2.5254 -0.0481
H -1.5515 -1.6841 1.7960
H 0.0083 -1.8417 2.5562
H -1.2213 -4.0187 2.0749
H 0.4484 -3.9679 1.5368
H -1.6979 -4.6904 -0.0976
H -0.1168 -4.2004 -0.6733
H -2.4915 -2.3298 -0.2496
H -1.8695 -2.8795 -1.7973
H -1.0739 -0.5897 -1.1399
H 0.1999 -1.7367 -1.5229
H 5.1549 -0.0540 -1.6234
H 7.4952 -0.4092 -0.9519
H 8.0418 -0.9937 1.3871
H 6.2310 -1.1901 3.0604
H 3.8946 -0.8322 2.3968
H 3.2463 -2.1208 -2.2418
H 3.2104 -2.0773 -4.7003
H 2.4009 -0.0662 -5.8941
H 1.5635 1.8716 -4.6118
H 1.5674 1.8179 -2.1447
C -5.7542 -3.4556 1.3410
O -6.3900 -2.2576 0.9422
C -5.6129 -1.1489 0.8121
C -6.2386 -0.0412 0.2200
C -5.4809 1.0718 -0.0383
C -4.1078 1.1286 0.2438
C -3.2842 2.2247 -0.2285
C -3.8315 3.6354 -0.2357
O -2.1287 2.0475 -0.5958
C -3.4855 0.0517 0.9427
O -2.2822 0.0793 1.4111
C -4.2937 -1.0884 1.2070
H -6.5014 -4.2397 1.2500
H -5.4130 -3.4047 2.3782
H -4.9054 -3.6853 0.6912
H -7.2845 -0.1017 -0.0446
H -5.9518 1.9084 -0.5396
H -4.9137 3.6796 -0.3221
H -3.3618 4.2150 -1.0288
H -3.5546 4.0833 0.7230
H -3.8304 -1.9086 1.7376
Cl 1.9388 5.2425 3.5424
C 1.1701 4.7199 2.0855
C 1.2789 5.4615 0.9233
C 0.6527 4.9796 -0.2133
C -0.0448 3.7856 -0.1505
N -0.1502 3.0834 0.9832
C 0.4444 3.5434 2.0841
H 1.8337 6.3897 0.9168
H 0.7065 5.5264 -1.1439
H -0.5477 3.3670 -1.0071
H 0.3371 2.9558 2.9848


Number 1: gap between HOMO and LUMO 8.26 eV. Number 2: gap between HOMO and LUMO 10.91 eV. Number 3: gap between HOMO and LUMO 9.13 eV. Number 4: gap between HOMO and LUMO 7.05 eV.